1.
Below is a cluster of 3 separate species, C33H56BBrO in total in a non-equilibrium geometry, with properties calculated with ωB97M-V with the def2-TZVPD basis set.

Properties
- Molecular weight: 559.5 u
- DFT total energy: -3964.7802 Ha
- Gap between HOMO and LUMO: 9.94 eV
- SMILES: CCCCCCCCCCCCCCCB(C[C@H](C)Br)OCCC.c1ccccc1.c1ccccc1
- Lowest unoccupied orbital energy: 0.022 Ha

```
92
Properties=species:S:1:pos:R:3:lowdin_charge:R:1
Br -4.0809 -1.8827 -2.6215 0.56
O -7.3449 -0.9397 1.0107 -0.09
C 8.8434 4.1563 -2.1535 -0.10
C 10.2972 5.8756 -1.2772 -0.10
C -8.7266 -8.0573 -0.4888 -0.10
C 2.1665 2.2138 -0.3592 -0.22
C 9.1389 5.5054 -1.9601 -0.10
C -4.2367 1.0691 -2.6839 -0.18
C -9.0373 -5.5158 -1.5940 -0.10
C 0.7039 1.7308 0.2191 -0.22
C 9.7087 3.1763 -1.6664 -0.10
C 9.6744 -2.1761 1.0976 -0.16
C 0.1500 2.6146 1.4924 -0.22
C 8.5084 -1.0697 1.4246 -0.27
C -6.1382 -0.1235 -1.2264 -0.15
C 3.4503 1.6997 0.5347 -0.21
C 11.1652 4.8956 -0.7950 -0.10
C -5.7643 1.3457 1.2406 -0.12
C -2.5363 2.7466 0.8412 -0.23
C -4.3546 1.0181 2.0094 -0.22
C -8.4735 -6.5414 -2.3525 -0.10
C -8.3209 -7.8136 -1.8006 -0.10
C -5.5391 -3.8584 0.2677 -0.15
C 8.0869 -0.1394 0.1031 -0.22
C -6.7058 -3.4629 1.3501 -0.19
C 4.6088 0.9133 -0.3471 -0.20
C -6.6019 -1.8760 1.8683 -0.19
C -9.2938 -7.0327 0.2683 -0.10
C -1.1450 3.5747 1.1262 -0.23
C -4.5462 -0.1717 -1.6137 -0.67
C 7.1493 1.0883 0.7227 -0.23
C -3.3859 2.3667 2.2042 -0.21
C 10.8717 3.5466 -0.9917 -0.10
C -9.4516 -5.7620 -0.2853 -0.11
C 6.0720 1.7016 -0.3504 -0.22
B -6.4209 0.0866 0.4124 -0.31
H -6.5581 1.6969 2.0597 0.13
H 2.2605 3.3723 -0.5270 0.12
H 11.5495 2.7831 -0.6182 0.10
H 4.8457 -0.1685 0.0968 0.11
H -4.6493 0.7000 3.1215 0.12
H -4.6358 -3.1076 0.2615 0.06
H -3.2362 3.4870 0.2212 0.11
H 1.0055 3.2166 2.0625 0.12
H -9.6131 -7.2240 1.2895 0.10
H -2.3736 1.8075 0.1609 0.10
H 3.1538 1.0138 1.4459 0.11
H -3.7262 0.1426 1.5531 0.10
H 2.2843 1.7206 -1.4399 0.11
H -4.3623 2.0602 -2.0601 0.08
H 9.5092 -2.6796 0.0521 0.07
H -6.6171 -1.1394 -1.6275 0.10
H 9.4770 2.1249 -1.8137 0.08
H 6.5206 1.5813 -1.4248 0.10
H 12.0699 5.1838 -0.2661 0.10
H 8.4652 6.2691 -2.3412 0.10
H -4.9661 1.0851 -3.5988 0.09
H 7.9396 3.8680 -2.6837 0.10
H -5.5693 2.3125 0.5718 0.12
H -0.2468 1.8208 2.2905 0.11
H -8.6014 -9.0469 -0.0564 0.10
H 0.6531 0.5825 0.4736 0.12
H 10.7626 -1.7457 1.1147 0.07
H -3.8236 -0.0798 -0.6976 0.08
H -5.9808 -4.0131 -0.8073 0.06
H 7.9215 1.9430 1.0162 0.11
H -4.0374 3.3196 2.5071 0.13
H -7.7839 -3.7603 1.0036 0.10
H -0.9230 4.3346 0.2337 0.12
H -9.1546 -4.5240 -2.0237 0.10
H 5.9420 2.8451 -0.1381 0.10
H 7.4923 -1.5785 1.7834 0.12
H -7.1662 -1.8759 2.9204 0.13
H -9.8958 -4.9642 0.3034 0.10
H -8.1529 -6.3500 -3.3731 0.10
H -3.1132 0.9434 -3.0560 0.08
H -5.0857 -4.9013 0.6289 0.08
H -5.4975 -1.5263 2.0351 0.12
H -0.0758 1.9096 -0.6642 0.11
H 7.4177 -0.7284 -0.6558 0.11
H -6.4869 -4.1140 2.3264 0.11
H 3.9611 2.6804 0.9678 0.11
H 10.5242 6.9266 -1.1218 0.10
H 6.6453 0.6633 1.7137 0.11
H -7.8851 -8.6139 -2.3925 0.10
H 9.6615 -3.0599 1.8996 0.08
H 4.3179 0.7382 -1.4688 0.10
H -6.6619 0.7433 -1.8563 0.12
H -2.5951 2.2086 3.0704 0.11
H 9.0788 0.2723 -0.4176 0.11
H -1.3585 4.2551 2.0826 0.11
H 8.8832 -0.3130 2.2370 0.11
```



2.
Below is a cluster of 13 separate species, C33H56BrCl26N3O2S in total in a non-equilibrium geometry, with properties calculated with ωB97M-V with the def2-TZVPD basis set.

Properties
- Molecular weight: 1560.6 u
- DFT total energy: -16542.3720 Ha
- Gap between HOMO and LUMO: 6.44 eV
- Lowest unoccupied orbital energy: -0.072 Ha

```
122
Properties=species:S:1:pos:R:3:lowdin_charge:R:1
Br -3.4399 -1.5193 2.5586 0.57
Cl -9.3297 -2.1923 -6.4642 0.54
Cl -0.8182 1.0741 7.8037 0.54
Cl 3.4842 -4.4005 -0.6857 0.58
Cl 0.1340 0.0829 -9.7759 0.55
Cl 3.2536 0.0490 8.5497 0.58
Cl 9.3190 6.3580 2.1148 0.53
Cl 3.6445 0.4343 3.8343 0.85
Cl 9.8826 -1.5786 -0.6877 0.55
Cl 4.3048 -2.2621 -3.2223 0.56
Cl -7.8645 3.0988 -3.8837 0.56
Cl -6.5783 0.7726 -0.1889 0.58
Cl -8.6667 -1.3125 -1.9127 0.53
Cl 0.5689 1.3748 4.6947 0.56
Cl -3.4143 -1.5564 -8.9855 0.53
Cl -2.4526 -0.2892 -2.1265 0.54
Cl -2.0933 2.9822 -3.0480 0.53
Cl 4.3362 -2.2621 10.8228 0.54
Cl -6.4548 1.1440 -6.3068 0.57
Cl 5.5077 3.2118 4.5370 0.54
Cl -3.0034 0.7188 -6.4686 0.52
Cl 8.0194 -4.3561 -1.3903 0.62
Cl -2.6056 -3.6589 5.5393 0.53
Cl 0.1028 -2.1276 4.1251 0.68
Cl -10.7394 -0.2375 -4.0410 0.52
Cl 6.9980 8.4783 3.4554 0.53
Cl 2.6971 2.2468 -9.1210 0.53
S -0.5111 2.8586 1.1985 0.87
O 3.8120 -1.4507 1.2611 -0.14
O 3.2953 -1.5045 3.3221 -0.17
N 3.6278 -0.7299 2.4126 -0.41
N 0.9373 1.9865 0.7464 -0.26
N -1.6591 1.5769 1.6491 -0.29
C 0.9405 -2.3639 1.0746 -0.01
C -2.9361 -1.0559 -6.3299 -0.64
C -3.3086 1.1163 -1.4443 -0.67
C 3.7306 -2.5794 9.1777 -0.67
C -9.6364 0.2906 -5.3365 -0.71
C 3.0178 -0.6661 0.2581 -0.10
C -1.1656 1.3970 5.1008 -0.65
C 0.9598 2.6343 -9.1931 -0.67
C 4.3192 2.4214 5.6028 -0.66
C -6.7615 3.6269 -5.1791 -0.65
C -9.8432 -0.4939 -6.6222 -0.67
C 8.6738 -3.8782 0.1961 -0.63
C -7.5023 -1.7710 -0.6448 -0.65
C 0.0949 1.4916 -8.6860 -0.67
C 8.6941 -2.3690 0.3781 -0.66
C -0.9960 0.2217 1.5268 -0.23
C 4.2989 0.9122 5.4208 -0.58
C 4.1085 -1.4751 8.2036 -0.65
C -2.3437 -1.7068 -7.5695 -0.66
C -0.9080 -3.7852 6.0646 -0.65
C -6.9683 2.8425 -6.4648 -0.63
C -1.4320 2.0516 6.4468 -0.65
C 6.7979 6.7384 3.1298 -0.67
C -1.5707 -1.3019 1.8556 -0.57
C 8.0882 5.9626 3.3404 -0.68
C -0.1432 -2.4886 5.8521 -0.61
C -7.3688 -0.7006 0.4265 -0.64
C 1.4341 -0.8224 0.7728 -0.05
C -0.5822 -2.6101 1.6303 -0.17
C 5.3408 -3.5216 -2.5054 -0.73
C 4.5451 -4.7435 -2.0750 -0.65
C -3.5851 2.1839 -2.4907 -0.66
C 0.5299 0.5309 0.9704 -0.19
H 6.0292 6.3746 3.8176 0.05
H 6.0705 -3.8039 -3.2704 0.05
H -9.8395 1.3514 -5.5116 0.05
H 1.6755 -3.2731 0.8963 0.06
H -1.5340 0.3668 5.0733 0.05
H -0.9487 1.8145 -8.6242 0.06
H -8.0169 2.8523 -6.7789 0.07
H 3.1733 -1.0588 -0.8368 0.10
H -0.4468 -4.6185 5.5255 0.07
H -0.9753 3.0445 6.5097 0.07
H 8.5182 6.1556 4.3281 0.07
H -2.1997 -2.7773 -7.3944 0.08
H 2.6459 -2.7130 9.2350 0.07
H 4.1731 -3.5268 8.8553 0.07
H 8.9778 -2.1226 1.4053 0.07
H -1.3738 -1.2714 -7.8293 0.02
H -6.9646 4.6877 -5.3543 0.07
H 5.2270 -5.5397 -1.7628 0.06
H 3.8338 -1.7674 7.1860 0.07
H 6.4216 6.6254 2.1080 0.07
H -5.7353 3.5337 -4.8104 0.06
H -4.2214 2.9651 -2.0651 0.07
H 5.2998 0.4806 5.5192 0.08
H -7.8705 -2.6992 -0.1985 0.07
H -4.0951 1.7683 -3.3656 0.05
H 7.7129 -1.9258 0.1801 0.07
H -0.6591 -1.6369 6.3069 0.04
H -0.9245 -4.0367 7.1293 0.07
H 0.8502 -2.5652 6.3035 0.07
H 7.8938 4.8889 3.2583 0.05
H 3.3380 2.8646 5.4048 0.06
H 3.6557 0.4551 6.1788 -0.01
H 3.9236 -5.1276 -2.8902 0.07
H -10.8918 -0.4840 -6.9363 0.07
H 5.8836 -3.0774 -1.6653 0.01
H 0.4076 1.1599 -7.6910 0.07
H 0.8076 3.5202 -8.5699 0.07
H 3.3256 0.4590 0.4152 0.14
H -1.6686 1.9591 4.3081 0.05
H -2.7107 1.5087 -0.6159 0.03
H -0.9112 -3.7135 1.8748 0.11
H -2.3142 -1.2814 -5.4588 0.06
H -9.2433 -0.0559 -7.4251 0.06
H -3.9489 -1.4194 -6.1286 0.07
H -6.3684 3.2805 -7.2677 0.08
H -6.5420 -1.9819 -1.1260 0.07
H 8.0306 -4.3354 0.9541 0.08
H 9.6747 -4.3098 0.2946 0.07
H 0.7135 2.8985 -10.2265 0.07
H 5.1841 -1.2726 8.2211 0.08
H -8.6102 0.1973 -4.9677 0.01
H -4.2525 0.7435 -1.0353 -0.01
H 4.6029 2.6678 6.6300 0.07
H -6.7489 -1.0723 1.2480 0.06
H -8.3429 -0.4171 0.8370 0.07
H -2.5094 2.1623 6.5991 0.07
```